Entry 1:
A cluster of 13 separate species, H27O13 in total, computed with ωB97M-V/def2-TZVPD.

CARTESIAN COORDINATES (ANGSTROEM)
O1 -1.08 -3.27 -2.03
H1 -1.49 -0.30 0.23
H2 3.11 0.12 0.45
O2 0.38 1.19 3.27
H3 0.54 2.06 2.88
H4 -2.19 -0.24 -2.01
O3 1.71 -2.04 -2.38
H5 0.96 0.59 2.79
O4 -2.62 -0.81 -2.66
H6 -2.61 2.95 -2.84
H7 -2.61 -0.55 -3.58
O5 2.96 0.17 1.52
H8 -1.44 -2.41 -2.33
H9 0.62 -1.97 3.15
O6 -2.61 -0.27 3.97
H10 -1.27 2.54 -2.21
H11 -1.75 -0.06 4.35
O7 0.34 0.19 -0.86
H12 1.28 2.37 0.66
H13 0.38 0.88 -1.54
O8 2.81 -0.24 -0.93
H14 3.21 -0.89 -1.52
H15 2.09 0.74 1.60
O9 -1.67 2.83 -3.02
H16 -2.46 -0.32 3.03
H17 -2.14 -1.70 -0.27
O10 -1.83 2.45 -0.09
H18 -2.78 2.53 0.10
H19 -1.93 3.10 -0.85
O11 -1.42 -1.07 -0.37
H20 1.80 -0.14 -1.15
H21 -1.87 -3.82 -2.09
O12 1.29 -1.70 2.49
H22 3.78 0.64 1.78
H23 -0.04 -0.71 -1.21
O13 1.98 2.38 1.34
H24 1.26 -2.38 -3.18
H25 1.98 3.21 1.85
H26 0.72 -1.83 1.72
H27 1.07 -2.47 -1.75

Calculated values
**Total charge**: +1
**Energy above the lowest of the compared OMol25 structures with the same formula, charge and spin**: 77.13 kcal/mol
**HOMO-LUMO gap**: 10.45 eV

Here are the Löwdin charges for atoms 1 to 8, given in e: number 1, O, carries -0.06; number 2, H, carries 0.08; number 3, H, carries 0.11; number 4, O, carries -0.03; number 5, H, carries 0.02; number 6, H, carries 0.01; number 7, O, carries -0.06; number 8, H, carries -0.02


Entry 2:
A cluster of 14 separate species, H27O14 in total, computed with ωB97M-V/def2-TZVPD.

CARTESIAN COORDINATES (ANGSTROEM)
O1 -1.93 -2.20 -2.61
H1 -2.22 -2.29 -1.74
O2 0.97 -3.75 -2.71
H2 0.21 -1.66 0.30
H3 -0.64 1.37 -1.17
O3 -0.73 0.28 1.92
H4 0.14 2.36 -1.95
H5 1.17 0.32 -1.48
O4 2.11 0.59 -1.68
H6 0.92 0.57 -3.73
H7 -2.34 -0.26 2.40
O5 0.16 1.09 -3.97
H8 -2.44 -0.08 3.81
H9 -1.52 1.98 2.15
O6 -1.90 2.79 2.54
H10 2.01 -0.85 1.26
H11 -4.65 -0.72 0.69
O7 -3.02 -0.48 3.12
H12 3.45 -3.74 -0.72
H13 -1.52 3.20 3.36
O8 -0.75 2.26 -1.58
H14 -0.31 0.80 2.55
H15 -0.88 3.84 1.26
O9 3.22 -2.89 -1.04
H16 3.47 -2.19 -0.42
H17 0.03 -0.39 0.87
O10 1.92 -1.17 2.06
H18 1.07 -0.95 2.53
H19 2.66 0.42 -0.92
O11 -5.11 -0.56 1.51
H20 0.16 1.98 -4.14
H21 -0.15 2.91 0.09
O12 0.13 -0.78 -0.14
H22 4.39 1.68 0.81
H23 -4.42 -0.29 2.18
O13 -0.03 3.56 0.89
H24 0.39 -4.03 -3.33
H25 -1.67 -1.24 -2.64
O14 3.93 0.90 0.56
H26 0.59 -3.21 -2.00
H27 3.14 0.82 1.14

Calculated values
**Total charge**: -1
**Energy above the lowest of the compared OMol25 structures with the same formula, charge and spin**: 89.49 kcal/mol
**HOMO-LUMO gap**: 9.36 eV

Here are the Löwdin charges for atoms 1 to 8, given in e: number 1, O, carries -0.05; number 2, H, carries -0.01; number 3, O, carries -0.03; number 4, H, carries 0.05; number 5, H, carries 0.04; number 6, O, carries -0.32; number 7, H, carries 0.02; number 8, H, carries 0.02


Entry 3:
A structure of composition H28NeO14, computed with ωB97M-V/def2-TZVPD.

CARTESIAN COORDINATES (ANGSTROEM)
Ne1 8.25 14.13 5.21
O1 11.95 13.07 6.64
H1 11.30 12.38 6.78
H2 12.79 12.68 6.87
O2 6.48 15.22 3.07
H3 6.81 15.71 2.31
H4 5.56 15.49 3.15
O3 4.12 15.58 5.98
H5 4.28 16.12 6.76
H6 4.78 14.89 6.02
O4 11.20 16.14 3.73
H7 11.80 16.77 4.11
H8 10.38 16.25 4.22
O5 9.85 11.32 6.74
H9 8.91 11.23 6.58
H10 10.25 10.78 6.06
O6 5.93 11.53 5.39
H11 6.45 10.82 5.78
H12 6.36 11.71 4.55
O7 12.08 13.49 3.80
H13 11.76 14.39 3.67
H14 12.06 13.37 4.75
O8 11.02 15.81 7.28
H15 11.31 14.92 7.06
H16 11.83 16.32 7.28
O9 7.24 12.48 2.96
H17 8.19 12.46 3.04
H18 7.02 13.41 2.90
O10 5.45 13.47 7.50
H19 4.51 13.42 7.67
H20 5.65 12.67 7.01
O11 8.60 17.27 4.44
H21 7.98 16.61 4.13
H22 8.57 17.20 5.39
O12 7.28 14.54 9.31
H23 7.63 13.79 9.79
H24 6.62 14.18 8.74
O13 9.98 12.05 2.92
H25 10.74 12.55 3.19
H26 10.03 11.23 3.41
O14 8.31 16.62 7.02
H27 7.79 16.01 7.53
H28 9.22 16.43 7.27

Calculated values
**Energy above the lowest of the compared OMol25 structures with the same formula, charge and spin**: 0.00 kcal/mol
**HOMO-LUMO gap**: 10.37 eV

Here are the Löwdin charges for atoms 1 to 8, given in e: number 1, Ne, carries 0.05; number 2, O, carries -0.03; number 3, H, carries 0.00; number 4, H, carries 0.07; number 5, O, carries -0.03; number 6, H, carries 0.07; number 7, H, carries 0.06; number 8, O, carries -0.05